Record 1
Formula: C5H7NO
Source: the Open Molecules 2025 dataset
Level of theory: ωB97M-V/def2-TZVPD

Element x y z (Å)
H: -3.586 1.029 0.765
N: -2.778 1.096 0.133
C: -1.926 0.186 0.191
C: -0.825 -0.007 -0.706
O: -0.826 -0.438 -1.818
C: 0.684 0.407 0.023
C: 1.331 -0.676 0.744
C: 1.862 -0.238 -0.649
H: -1.658 -0.574 1.066
H: 0.727 1.463 0.327
H: 0.764 -1.578 0.723
H: 1.999 -0.402 1.549
H: 2.660 0.456 -0.722
H: 1.571 -0.726 -1.625

gap between HOMO and LUMO	9.98	eV
LUMO level	0.53	eV
net charge	0
SMILES	[H]/N=C/C(=O)C1CC1
energy relative to the best compared isomer or geometry (same formula, charge and spin)	3.151	eV

Now the Löwdin charges, all in e: 0.07, 0.13, -0.22, -0.34, 0.12, -0.24, -0.12, -0.10, 0.17, 0.14, 0.09, 0.10, 0.08, 0.12

---

Record 2
Formula: C5H7NO
Source: the Open Molecules 2025 dataset
Level of theory: ωB97M-V/def2-TZVPD

Element x y z (Å)
O: 2.418 -0.391 1.232
C: 2.288 -0.198 -0.158
C: 1.040 -0.711 -0.700
C: -0.145 -1.021 -0.814
C: -0.906 0.099 -0.193
C: -2.288 0.539 -0.388
N: -1.876 -0.091 0.873
H: 1.761 0.152 1.690
H: 2.402 0.868 -0.425
H: 3.086 -0.745 -0.652
H: -0.224 0.927 0.011
H: -2.952 0.019 -1.067
H: -2.418 1.615 -0.312
H: -2.185 -1.061 0.904

gap between HOMO and LUMO	9.73	eV
LUMO level	0.54	eV
net charge	0
SMILES	OCC#C[C@H]1CN1
energy relative to the best compared isomer or geometry (same formula, charge and spin)	5.342	eV

Now the Löwdin charges, all in e: -0.04, -0.26, 0.01, 0.04, -0.41, -0.15, 0.03, 0.10, 0.14, 0.13, 0.12, 0.11, 0.10, 0.09

---

Record 3
Formula: C5H7NO
Source: the Open Molecules 2025 dataset
Level of theory: ωB97M-V/def2-TZVPD

Element x y z (Å)
C: -1.674 -1.345 -0.041
C: 0.202 1.466 -1.118
C: 0.785 0.100 -1.491
C: 1.367 0.797 -0.557
C: -0.104 -0.651 1.677
N: -1.145 -1.115 0.968
O: -2.372 -1.572 -0.899
H: 0.419 2.384 -1.836
H: -0.621 1.515 -0.398
H: 0.634 -0.765 -2.103
H: 2.111 0.865 0.165
H: -0.574 -0.275 2.631
H: 0.614 -1.566 1.931
H: 0.359 0.160 1.072

expectation value of S²	2.007
gap between HOMO and LUMO (spin up / spin down)	6.49 / 7.82	eV
2S+1	3
LUMO level (spin up / spin down)	0.89 / -2.20	eV
net charge	0
energy relative to the best compared isomer or geometry (same formula, charge and spin)	3.551	eV

Now the Löwdin charges, all in e: -0.41, -0.09, -0.08, -0.21, -0.13, 0.05, 0.18, 0.15, 0.10, 0.09, 0.08, 0.10, 0.14, 0.04

---

Record 4
Formula: C5H7NO2
Source: the Open Molecules 2025 dataset
Level of theory: ωB97M-V/def2-TZVPD

Element x y z (Å)
C: -1.904 -0.836 -0.173
C: -1.118 0.520 -0.147
O: -2.065 1.431 0.370
C: 0.046 0.340 0.669
C: 1.032 -0.330 0.302
N: 1.995 -1.000 -0.011
C: 3.168 -0.432 -0.372
O: 3.697 0.443 0.210
H: -2.884 -0.759 -0.491
H: -1.766 -1.244 0.850
H: -1.517 -1.561 -0.863
H: -0.790 0.960 -1.066
H: -1.652 2.337 0.615
H: 0.214 1.018 1.467
H: 3.543 -0.889 -1.360

gap between HOMO and LUMO	9.79	eV
LUMO level	0.44	eV
net charge	0
SMILES	C[C@@H](O)C=C=NC=O
energy relative to the best compared isomer or geometry (same formula, charge and spin)	2.947	eV

Now the Löwdin charges, all in e: -0.01, -0.44, -0.07, -0.07, -0.07, 0.16, -0.39, 0.10, 0.05, 0.10, 0.07, 0.14, 0.14, 0.14, 0.14

---

Record 5
Formula: C5H7NO2
Source: the Open Molecules 2025 dataset
Level of theory: ωB97M-V/def2-TZVPD

Element x y z (Å)
N: 0.071 1.128 -0.875
C: 0.580 0.523 0.287
C: -0.812 0.591 1.106
C: -1.717 -0.364 -0.041
O: -2.867 -0.226 -0.279
O: -0.770 -1.290 -0.605
C: 0.276 -1.106 0.136
C: 1.730 -0.622 -0.055
H: 0.637 1.833 -0.928
H: -0.085 0.802 -1.954
H: -0.643 0.083 2.111
H: -1.136 1.640 0.862
H: 0.213 -1.634 1.055
H: 1.857 -0.367 -1.353
H: 2.666 -0.992 0.534

gap between HOMO and LUMO	9.61	eV
LUMO level	0.71	eV
net charge	0
SMILES	N[C@@]12CC(=O)O[C@H]1C2
energy relative to the best compared isomer or geometry (same formula, charge and spin)	7.165	eV

Now the Löwdin charges, all in e: -0.02, -0.33, 0.01, -0.34, 0.15, 0.04, -0.40, 0.03, 0.00, 0.20, 0.12, 0.11, 0.13, 0.18, 0.12

---

Record 6
Formula: C5H7NO2
Source: the Open Molecules 2025 dataset
Level of theory: ωB97M-V/def2-TZVPD

Element x y z (Å)
C: -0.899 -0.322 -0.219
C: -0.411 0.504 0.952
C: 0.105 1.525 -0.098
C: 0.428 0.255 -0.888
C: 1.460 -0.291 0.082
H: -0.791 -2.375 -0.724
H: -0.413 -1.967 0.834
H: -1.772 0.129 -0.667
H: -1.042 0.744 1.754
H: 1.009 2.106 0.198
H: -0.642 2.175 -0.546
H: 0.669 0.272 -1.951
N: -1.072 -1.723 0.051
O: 2.533 -0.835 -0.082
O: 0.839 -0.197 1.304

gap between HOMO and LUMO	10.59	eV
LUMO level	0.86	eV
net charge	0
energy relative to the best compared isomer or geometry (same formula, charge and spin)	1.218	eV

Now the Löwdin charges, all in e: -0.30, -0.18, -0.06, -0.11, -0.45, 0.11, 0.10, 0.14, 0.14, 0.14, 0.12, 0.15, 0.05, 0.13, 0.03

---

Record 7
Formula: C5H7NO2
Source: the Open Molecules 2025 dataset
Level of theory: ωB97M-V/def2-TZVPD

Element x y z (Å)
C: -0.383 -0.698 1.908
C: -0.632 -0.874 0.436
O: -1.709 -1.083 -0.059
C: 0.800 -1.130 -0.279
O: 1.470 -2.115 -0.062
C: 0.867 -0.181 -1.341
C: 0.206 0.993 -1.516
N: -0.253 1.885 -0.587
H: -1.316 -0.634 2.465
H: 0.183 -1.568 2.246
H: 0.197 0.207 2.070
H: 1.366 -0.589 -2.214
H: 0.318 1.447 -2.506
H: -0.468 1.584 0.354
H: -0.646 2.756 -0.915

gap between HOMO and LUMO	9.11	eV
LUMO level	0.34	eV
net charge	0
SMILES	CC(=O)C(=O)/C=C\N
energy relative to the best compared isomer or geometry (same formula, charge and spin)	1.556	eV

Now the Löwdin charges, all in e: -0.02, -0.40, 0.11, -0.37, 0.10, -0.06, -0.16, 0.10, 0.09, 0.10, 0.08, 0.11, 0.13, 0.09, 0.10

---

Record 8
Formula: C5H7NO2
Source: the Open Molecules 2025 dataset
Level of theory: ωB97M-V/def2-TZVPD

Element x y z (Å)
C: 0.169 2.141 -0.117
C: 1.301 1.121 -0.035
O: 2.854 1.614 -0.183
N: 1.086 -0.164 0.079
C: -0.173 -0.869 0.186
C: 0.568 -2.211 0.150
C: 1.818 -1.357 -0.080
O: 2.987 -1.539 -0.094
H: 0.194 2.762 -1.056
H: -0.698 1.549 -0.009
H: 0.385 2.799 0.627
H: -0.973 -0.653 -0.667
H: -0.729 -0.632 1.092
H: 0.364 -2.963 -0.658
H: 0.622 -2.647 1.062

gap between HOMO and LUMO (spin up / spin down)	8.76 / 8.76	eV
LUMO level (spin up / spin down)	-0.18 / -0.18	eV
net charge	0
SMILES	CC(=O)N1CCC1=O
energy relative to the best compared isomer or geometry (same formula, charge and spin)	4.107	eV

Now the Löwdin charges, all in e: 0.01, -0.17, -0.23, 0.00, -0.13, -0.02, -0.38, 0.18, 0.12, 0.04, 0.05, 0.16, 0.12, 0.14, 0.08

---

Record 9
Formula: C5H7NO2
Source: the Open Molecules 2025 dataset
Level of theory: ωB97M-V/def2-TZVPD

Element x y z (Å)
C: -0.703 -0.797 1.789
C: -0.630 -0.318 0.381
O: -0.740 1.237 0.413
N: -0.565 1.854 -0.830
C: 0.034 1.301 -1.905
C: 1.087 0.189 -1.287
O: 1.330 0.436 0.106
C: 0.553 -0.678 -0.176
H: -0.372 -1.903 1.918
H: -0.110 -0.053 2.678
H: -1.725 -0.793 2.139
H: -1.496 -0.408 -0.387
H: 0.296 1.836 -2.740
H: 1.867 -0.336 -2.014
H: 1.174 -1.567 -0.083

gap between HOMO and LUMO	9.73	eV
LUMO level	0.70	eV
net charge	0
SMILES	C[C@H]1ON=C[C@H]2O[C@@H]12
energy relative to the best compared isomer or geometry (same formula, charge and spin)	7.202	eV

Now the Löwdin charges, all in e: -0.04, -0.34, -0.11, 0.03, 0.01, -0.14, -0.02, -0.32, 0.11, 0.19, 0.05, 0.19, 0.06, 0.17, 0.16

---

Record 10
Formula: C5H7NO2
Source: the Open Molecules 2025 dataset
Level of theory: ωB97M-V/def2-TZVPD

Element x y z (Å)
C: -1.904 0.101 -1.211
C: -0.824 0.527 -0.546
O: -0.600 1.838 -0.239
C: 0.033 -0.391 0.370
C: -0.313 -1.527 0.961
C: 1.413 -0.079 -0.076
N: 2.298 0.277 0.874
O: 1.559 0.144 -1.278
H: -2.723 0.764 -1.438
H: -2.031 -0.940 -1.440
H: -1.201 2.392 -0.753
H: -1.348 -1.803 1.083
H: 0.424 -2.261 1.251
H: 3.176 0.686 0.596
H: 2.040 0.272 1.845

gap between HOMO and LUMO	9.64	eV
LUMO level	0.81	eV
net charge	0
SMILES	C=C(O)C(=C)C(N)=O
energy relative to the best compared isomer or geometry (same formula, charge and spin)	1.584	eV

Now the Löwdin charges, all in e: 0.06, -0.36, 0.05, -0.17, 0.10, -0.53, 0.19, 0.06, 0.06, 0.06, 0.11, 0.07, 0.07, 0.11, 0.11

---

Record 11
Formula: C5H7NO2
Source: the Open Molecules 2025 dataset
Level of theory: ωB97M-V/def2-TZVPD

Element x y z (Å)
C: -1.204 -2.007 -0.606
C: -1.087 -0.727 -0.360
C: -2.044 0.309 0.249
O: -3.170 0.394 0.656
N: -1.239 1.414 -0.213
C: -0.087 0.798 -0.807
C: 1.219 1.050 0.039
O: 1.716 0.035 0.857
H: -0.545 -2.677 -1.176
H: -2.014 -2.469 -0.050
H: -1.503 2.450 -0.076
H: -0.043 0.881 -1.888
H: 0.949 1.955 0.528
H: 2.068 1.190 -0.685
H: 1.179 -0.068 1.600

gap between HOMO and LUMO	10.28	eV
LUMO level	0.68	eV
net charge	0
SMILES	C=C1C(=O)N[C@H]1CO
energy relative to the best compared isomer or geometry (same formula, charge and spin)	2.988	eV

Now the Löwdin charges, all in e: 0.06, -0.06, -0.43, 0.08, 0.01, -0.13, -0.23, -0.03, 0.08, 0.08, 0.18, 0.11, 0.10, 0.13, 0.06

---

Record 12
Formula: C5H7NO2
Source: the Open Molecules 2025 dataset
Level of theory: ωB97M-V/def2-TZVPD

Element x y z (Å)
N: -1.412 1.522 -0.253
C: -1.737 0.211 0.071
O: -2.758 -0.329 -0.299
C: -0.636 -0.442 0.964
C: 0.184 -1.252 -0.059
C: 1.409 -0.942 -0.409
C: 2.080 0.413 -0.174
O: 1.491 1.337 0.299
H: -2.081 1.912 -0.967
H: -0.485 1.848 -0.177
H: -1.043 -1.212 1.648
H: 0.146 0.236 1.366
H: -0.311 -2.209 -0.529
H: 2.010 -1.563 -1.118
H: 3.144 0.468 -0.362

gap between HOMO and LUMO	9.69	eV
LUMO level	-0.11	eV
net charge	0
SMILES	NC(=O)C/C=C\C=O
energy relative to the best compared isomer or geometry (same formula, charge and spin)	0.990	eV

Now the Löwdin charges, all in e: 0.16, -0.53, 0.05, -0.08, -0.10, -0.08, -0.23, 0.02, 0.14, 0.05, 0.13, 0.10, 0.16, 0.11, 0.11